1.
# C15H40BF4IN4O2PSi2

A molecular structure, C15H40BF4IN4O2PSi2 (ωB97M-V/def2-TZVPD, the Open Molecules 2025 dataset).

Structure (XYZ):
```
70
Properties=species:S:1:pos:R:3:forces:R:3
C 2.0798 0.3410 -1.6753 -0.6 0.0 -0.9
C 0.6436 -0.2479 -1.8559 1.8 -0.2 0.7
C 0.6562 -1.7513 -1.5074 -0.9 0.9 -0.1
I 0.8263 -1.7054 0.6670 0.2 -0.5 -0.3
P -0.8192 -2.8379 -2.2359 0.9 1.1 1.4
C -0.2652 -4.2345 -1.1458 -0.1 -1.4 -1.0
B -0.3456 -5.7348 -1.6267 -0.3 -0.4 -0.1
O -1.4388 -6.5304 -1.3653 -0.5 0.4 -0.3
O 0.7277 -6.3300 -2.2679 0.1 0.6 -0.7
C -2.0983 -1.6650 -1.5633 -0.5 0.1 -0.2
C -2.6165 -0.4972 -2.4322 -1.1 1.4 -1.0
N -4.0833 -0.5905 -2.6188 0.3 -0.3 0.8
N -1.9654 -0.3721 -3.7421 0.5 -0.3 -0.2
N -2.4325 0.7734 -1.7244 0.3 -0.4 0.2
C 0.0771 -2.6925 -3.8824 0.2 -0.8 -0.7
C 0.9897 -3.8738 -4.1766 0.1 0.5 0.0
F -0.7392 -2.5452 -4.9968 -0.4 -0.1 -0.1
C -2.2636 -3.8922 -3.0129 0.3 0.9 -1.0
F -3.0093 -4.4976 -2.1183 -0.8 -0.7 1.2
F -1.8564 -4.8404 -3.8868 0.4 -0.9 -0.3
F -3.1288 -3.1360 -3.7284 -0.3 0.4 -0.4
H 2.0720 1.2586 -1.1078 0.1 0.1 0.4
H 2.4741 0.5889 -2.6550 0.2 0.1 -0.3
H 2.7600 -0.3846 -1.2657 0.3 -0.1 0.5
H 0.3834 -0.0437 -2.8827 -0.7 -0.1 -0.2
H 0.0381 0.2662 -1.1278 -0.7 0.2 -0.2
H 1.5728 -2.1530 -1.9200 0.4 -0.4 0.3
H -0.7569 -4.2080 -0.1890 -0.2 0.5 0.4
H 0.7952 -4.0994 -1.0413 0.4 0.5 0.4
H -1.7552 -6.9414 -2.1807 0.0 -0.4 0.4
H 0.4410 -6.7230 -3.1032 0.3 -0.4 0.3
H -1.7659 -1.1950 -0.6565 0.7 0.0 0.3
H -2.9795 -2.1964 -1.2332 -0.1 -0.6 0.0
H -4.4426 -1.5088 -2.4093 -0.1 0.0 -0.3
H -4.3395 -0.2851 -3.5424 -0.1 -0.1 -0.1
H -2.4147 -0.9239 -4.4619 0.1 -0.4 0.2
H -1.9890 0.5819 -4.0694 -0.1 0.2 0.2
H -1.6419 1.2966 -2.0688 0.0 0.1 0.2
H -3.2886 1.3016 -1.7446 0.0 0.1 -0.1
H 0.7394 -1.8492 -3.9001 -0.2 0.8 0.5
H 1.5836 -4.1295 -3.3125 0.0 -0.4 0.2
H 0.4473 -4.7054 -4.5947 -0.2 -0.4 0.2
H 1.6830 -3.5306 -4.9304 0.3 0.0 -0.4
C 4.3225 3.2168 4.6231 0.1 0.3 0.3
Si 2.5154 3.7814 4.5501 -0.4 -1.0 -1.1
C 2.5473 5.6336 4.1441 0.3 0.2 0.4
C 1.8238 3.5977 6.3060 0.3 0.3 0.3
N 1.7144 2.8492 3.4040 -0.4 0.6 0.4
Si 0.0903 2.9996 3.0011 1.5 -0.4 0.1
C -0.3672 4.6942 2.2817 -0.5 -0.1 -0.1
C -1.0930 2.6530 4.4411 -0.5 0.1 -0.2
C -0.3102 1.7226 1.6614 -0.5 0.3 0.1
H 4.8893 3.7985 5.3612 0.1 -0.1 0.0
H 4.3798 2.1633 4.9044 0.0 0.0 0.0
H 4.8004 3.3436 3.6494 0.0 0.0 0.0
H 3.2691 6.1626 4.7807 0.0 0.0 0.0
H 1.5720 6.0977 4.3062 0.0 0.0 -0.1
H 2.8384 5.7909 3.1040 0.0 0.0 0.0
H 1.6874 2.5434 6.5530 0.0 0.0 -0.1
H 0.8647 4.1081 6.4163 -0.1 0.0 0.0
H 2.5104 4.0315 7.0453 -0.1 0.0 0.0
H -0.3866 5.4673 3.0529 0.1 0.0 0.0
H -1.3646 4.6688 1.8223 0.0 0.1 0.0
H 0.3498 4.9881 1.5128 0.1 0.0 0.0
H -0.8089 1.7337 4.9562 0.1 0.0 0.0
H -2.1247 2.5357 4.0833 0.0 0.0 0.1
H -1.0941 3.4706 5.1652 0.1 0.0 0.1
H -0.1173 0.7142 2.0277 0.0 0.1 0.0
H 0.3032 1.8948 0.7725 0.1 0.0 0.0
H -1.3657 1.7823 1.3670 0.0 -0.1 -0.1
```
Positions in Å, forces in eV/Å.

- total charge = -1
- relative energy (zero: lowest compared OMol25 entry of this formula, charge and spin) (kcal per mole) = 13.8
- frontier orbital gap (eV) = 5.10
- HOMO (eV) = -3.418

Mulliken population analysis, charges in e, atoms 1 to 8: C -1.5156; C 0.6384; C -2.2843; I 0.1594; P 2.3216; C -1.0907; B 0.5056; O -0.5760

***

2.
# C37H62AlO11Si

A molecular structure, C37H62AlO11Si (ωB97M-V/def2-TZVPD, the Open Molecules 2025 dataset).

Structure (XYZ):
```
112
Properties=species:S:1:pos:R:3:forces:R:3
C 0.5099 -2.1521 3.6448 0.2 -0.1 -0.6
Si 0.1314 -3.3284 2.1623 0.3 0.0 0.4
C 1.4918 -3.2357 0.8184 -0.5 0.4 0.2
C -1.5658 -2.8044 1.4857 -0.1 -0.2 -0.9
C -1.3576 -1.4802 0.5909 -0.4 -0.4 1.2
C -2.3436 -0.3168 0.9820 -0.5 -0.6 -0.1
C -2.0005 0.4154 2.3260 0.4 -0.4 -0.1
C -0.6839 1.3040 2.3087 -1.0 0.5 0.1
C -0.3735 2.0096 0.9336 0.3 -0.3 -0.3
C 0.7736 1.3517 0.0678 0.4 0.6 0.4
C 2.1288 1.0746 0.8246 0.0 -0.4 -0.8
Al 3.4074 0.0591 -0.4625 0.1 1.1 0.2
C 5.2861 0.9258 -0.5267 0.7 -1.0 0.1
C 6.0685 0.7354 0.8276 -0.3 -0.2 -1.3
O 5.4738 1.6242 1.8035 1.1 -0.1 0.1
C 2.6302 -0.0183 -2.3684 -0.2 -0.3 -0.1
C 2.6083 -1.5190 -2.8911 -0.3 1.5 0.1
C 1.1873 -2.1237 -3.1151 0.6 -1.4 -0.3
O 1.1011 -3.2945 -3.4181 -0.1 0.7 -0.1
O -0.0069 -1.4143 -3.0060 1.2 -0.1 0.9
C 0.1929 -5.1018 2.8677 0.3 -2.5 0.4
C 1.0660 -6.0984 2.2295 -0.7 -1.0 1.3
C 1.2055 -7.4684 2.7303 -1.3 1.6 1.1
C 0.4586 -7.8786 3.9127 0.3 2.3 -1.6
C -0.4139 -6.8901 4.5220 0.3 -0.1 -0.2
C -0.5657 -5.5334 4.0448 1.7 -1.2 -1.5
H 1.0811 -1.2916 3.2045 -0.7 -0.4 0.6
H 1.1720 -2.6195 4.4125 -0.7 0.3 -0.5
H -0.4895 -1.8413 4.0521 1.1 -0.1 -0.1
H 1.6208 -2.1501 0.5878 0.2 -0.9 0.1
H 2.4623 -3.6209 1.2188 -0.7 0.3 -0.5
H 1.1930 -3.7444 -0.1322 0.3 0.2 0.7
H -2.3326 -2.6328 2.2839 0.7 -0.1 -0.5
H -1.9468 -3.6576 0.8472 0.3 1.1 0.7
H -0.3193 -1.1216 0.8044 -0.8 -0.1 -0.7
H -1.5053 -1.7889 -0.4790 0.4 0.5 0.9
H -2.4282 0.3640 0.0965 0.1 -0.2 0.9
H -3.3721 -0.7687 1.1181 0.9 0.4 -0.2
H -1.8431 -0.3859 3.1041 -0.3 0.7 -0.6
H -2.8912 1.0093 2.6744 0.8 -0.4 -0.5
H 0.1678 0.7116 2.7263 -0.5 0.5 -0.7
H -0.8614 2.1331 3.0550 0.2 -0.9 -0.6
H -1.3160 2.1332 0.3047 1.5 -0.5 1.1
H -0.0429 3.0557 1.1745 -0.2 -1.0 -0.3
H 1.0214 2.1017 -0.7417 -0.3 -0.8 0.6
H 0.4421 0.4287 -0.4930 0.0 0.8 0.7
H 2.6467 2.0267 1.1032 -0.6 -0.7 0.0
H 2.0401 0.4117 1.7250 -0.2 0.7 -0.5
H 3.6783 -1.4559 0.0415 0.1 -0.2 0.0
H 5.8541 0.3042 -1.2906 -0.5 0.6 0.5
H 5.2735 1.9818 -0.8920 0.3 -0.7 0.5
H 7.1791 0.9162 0.6887 -0.9 0.2 0.4
H 5.9900 -0.3357 1.1815 -0.1 1.0 -0.3
H 6.2112 2.0052 2.3037 -0.5 -0.2 -0.1
H 1.5873 0.3801 -2.4488 0.9 -0.1 0.0
H 3.2692 0.6660 -2.9999 -0.6 -0.8 0.4
H 3.1475 -1.5471 -3.8728 -0.6 -0.5 0.7
H 3.1282 -2.1947 -2.1589 -0.5 0.4 -0.8
H 0.0406 -0.9590 -2.1413 0.0 0.3 -0.6
H 1.6821 -5.8616 1.3276 -0.8 0.1 0.9
H 1.9063 -8.1711 2.2259 -0.7 0.6 0.4
H 0.6069 -8.9137 4.2795 -0.4 0.9 0.0
H -0.9806 -7.2072 5.4287 0.4 0.3 -0.8
H -1.2177 -4.7842 4.5414 0.4 -0.9 -0.2
O -2.6371 3.5910 0.6818 -0.2 0.8 0.0
C -2.2679 4.3910 -0.1345 -0.6 0.0 0.4
O -1.0019 4.8807 -0.1928 -0.2 -0.1 0.1
C -0.9233 5.8903 -1.2074 0.2 0.2 -0.2
C -2.0820 5.6075 -2.1428 -0.1 0.0 -0.4
C -3.1235 5.0303 -1.1998 0.7 0.0 -0.7
H -1.0049 6.8710 -0.7291 0.0 0.0 0.0
H 0.0394 5.8242 -1.7139 0.0 -0.1 0.2
H -2.4211 6.4891 -2.6878 0.1 0.0 0.1
H -1.7909 4.8508 -2.8761 0.0 0.1 0.0
H -3.7328 5.8049 -0.7445 0.0 -0.1 0.0
H -3.7486 4.2923 -1.6951 -0.2 0.1 0.3
O -6.1433 5.1102 -1.7637 0.2 0.3 0.3
C -6.3805 5.0152 -0.5925 0.0 -0.3 -0.5
O -5.4764 5.2840 0.3888 -0.6 0.1 -0.1
C -6.0483 4.9629 1.6664 0.1 -0.1 0.5
C -7.5482 4.9988 1.4542 -0.4 0.0 0.2
C -7.6819 4.5447 0.0120 -0.2 0.3 0.4
H -5.6932 3.9741 1.9664 0.1 0.0 -0.1
H -5.7224 5.6938 2.4057 0.2 0.0 -0.2
H -8.0981 4.3801 2.1633 0.1 0.0 0.0
H -7.9120 6.0255 1.5508 0.0 -0.1 0.0
H -7.7379 3.4575 -0.0694 0.0 0.0 -0.1
H -8.5327 5.0104 -0.4813 0.1 -0.2 -0.2
O 3.9658 3.7685 -2.0879 0.1 -0.1 -0.4
C 5.0055 4.0509 -2.6023 -0.4 -0.1 0.6
O 5.6790 3.2268 -3.4514 -0.1 0.2 0.0
C 6.9356 3.8176 -3.7997 0.2 -0.1 -0.1
C 6.7623 5.3035 -3.5509 0.2 0.4 0.0
C 5.7887 5.3245 -2.3851 0.3 0.2 -0.5
H 7.7133 3.3781 -3.1688 0.0 0.0 0.0
H 7.1640 3.6005 -4.8433 -0.1 -0.2 0.1
H 7.7020 5.8192 -3.3496 0.0 -0.1 0.0
H 6.3007 5.7741 -4.4233 0.0 0.0 0.0
H 6.3023 5.2651 -1.4235 -0.1 0.0 0.0
H 5.1368 6.1951 -2.4183 -0.1 -0.1 0.3
O -3.7056 -5.2237 0.4813 0.3 -0.2 0.0
C -3.2414 -5.8341 -0.4392 -0.3 0.4 0.2
O -1.9135 -5.8821 -0.7127 -0.3 0.0 0.2
C -1.6966 -6.5983 -1.9361 0.3 -0.1 -0.3
C -2.9301 -7.4622 -2.1141 -0.2 -0.3 -0.2
C -4.0161 -6.6102 -1.4784 0.2 -0.5 -0.1
H -1.5737 -5.8745 -2.7458 0.0 0.0 0.1
H -0.7873 -7.1927 -1.8550 0.0 0.2 0.2
H -3.1267 -7.7228 -3.1543 0.1 0.1 0.0
H -2.8164 -8.3920 -1.5500 0.0 0.0 0.0
H -4.4544 -5.9092 -2.1915 -0.1 0.0 0.1
H -4.7897 -7.2197 -1.0154 -0.1 0.3 0.0
```
Positions in Å, forces in eV/Å.

- total charge = -1
- frontier orbital gap (eV) = 6.24
- HOMO (eV) = -4.165

Mulliken population analysis, charges in e, atoms 1 to 8: C -0.8521; Si 0.0703; C -0.5391; C 0.4246; C 0.7417; C -1.0931; C -0.7373; C -0.7595

***

3.
# C6H8O2

C6H8O2 in the gas phase (ωB97M-V/def2-TZVPD, the Open Molecules 2025 dataset).

Structure (XYZ):
```
16
Properties=species:S:1:pos:R:3:forces:R:3
C -1.8654 -1.2419 -1.2081 0.2 0.4 0.1
C -1.1347 -0.1351 -1.0278 -0.6 -0.9 0.0
O -1.1658 0.8447 -1.9498 0.2 0.4 -0.2
C -0.2787 0.0421 0.1712 -0.3 0.2 -0.2
C -0.6265 -0.4281 1.3681 0.1 0.1 -0.2
C 0.9700 0.8338 -0.0059 0.3 -0.1 0.4
C 2.1451 0.4301 0.8400 0.3 0.4 -0.1
O 1.0401 1.7601 -0.7900 0.0 0.0 -0.1
H -1.8654 -2.0411 -0.4946 0.1 -0.2 0.2
H -2.4922 -1.3532 -2.0729 -0.1 0.1 -0.2
H -0.4537 1.4844 -1.7574 -0.1 -0.1 0.0
H -0.0042 -0.2956 2.2342 0.2 0.0 0.2
H -1.5600 -0.9430 1.5217 -0.2 0.0 0.0
H 3.0510 0.8966 0.4439 -0.2 -0.1 0.1
H 1.9883 0.7968 1.8564 0.0 -0.1 0.0
H 2.2523 -0.6505 0.8710 0.0 0.0 0.0
```
Positions in Å, forces in eV/Å.

- relative energy (zero: lowest compared OMol25 entry of this formula, charge and spin) (kcal per mole) = 28.8
- frontier orbital gap (eV) = 8.55
- HOMO (eV) = -8.581

Mulliken population analysis, charges in e, atoms 1 to 8: C -1.0225; C 0.3460; O -0.5717; C 0.5546; C -1.0435; C 1.0772; C -1.4100; O -0.6417

***

4.
# C7H3Cl2O5

A gas-phase ion, C7H3Cl2O5 (charge -1) (ωB97M-V/def2-TZVPD, the Open Molecules 2025 dataset).

Structure (XYZ):
```
17
Properties=species:S:1:pos:R:3:forces:R:3
C 1.3439 0.8376 0.6236 0.3 0.6 1.6
C 0.6585 -0.1305 1.4128 -0.3 -2.4 2.3
C 1.2073 0.9053 -0.6810 1.8 1.7 -1.5
C 0.2875 -1.3787 1.0022 0.4 1.0 -1.2
C -2.5656 0.2076 -0.9126 3.7 -0.9 -0.4
C -1.0639 0.4165 -1.2387 0.8 -0.2 -1.2
C 0.3599 0.0594 -1.5287 -0.7 0.2 2.7
O -2.3941 -0.9981 -1.0779 -0.5 -1.4 -0.5
O -3.3166 1.0574 -0.6862 -3.5 2.5 0.9
O -0.4977 0.7365 -2.3995 -1.3 0.4 -0.9
O 0.7047 0.2220 2.7851 -2.2 -1.2 0.8
O 0.7656 -1.1508 -1.7995 0.5 -1.4 1.3
Cl 2.2504 2.0105 -1.6280 -0.3 -0.2 0.3
Cl -0.5242 -2.3573 2.2998 0.4 0.3 -0.4
H 1.9261 1.5196 1.3040 -0.3 -0.5 -1.4
H 0.0571 -0.4499 3.2536 1.9 1.8 -1.3
H 0.8010 -1.5070 -0.7290 -0.7 -0.2 -0.9
```
Positions in Å, forces in eV/Å.

- total charge = -1
- relative energy (zero: lowest compared OMol25 entry of this formula, charge and spin) (kcal per mole) = 57.0
- frontier orbital gap (eV) = 7.63
- HOMO (eV) = -4.530

Mulliken population analysis, charges in e, atoms 1 to 8: C -0.6330; C 0.4048; C 0.4588; C -0.4520; C 0.3523; C 0.2824; C 0.5853; O -0.4865

***

5.
# C2FN3

2 unconnected molecules or ions with the total composition C2FN3 (ωB97M-V/def2-TZVPD, the Open Molecules 2025 dataset).

Structure (XYZ):
```
6
Properties=species:S:1:pos:R:3:forces:R:3
C -0.2861 0.9601 1.2152 0.2 0.3 0.4
C -0.0218 0.5775 -0.0500 -0.1 -0.4 -0.3
N -0.5012 1.2477 2.3166 -0.1 0.1 0.2
N 0.5173 0.6032 -1.2605 0.4 0.6 0.1
N -0.2748 -0.3795 -1.0724 -0.4 -0.9 -0.4
F 0.5666 -3.0090 -1.1490 -0.1 0.3 0.0
```
Positions in Å, forces in eV/Å.

- relative energy (zero: lowest compared OMol25 entry of this formula, charge and spin) (kcal per mole) = 119.6
- frontier orbital gap (alpha / beta) (eV) = 10.30 / 5.07
- HOMO (alpha / beta) (eV) = -11.879 / -9.153

Just the Mulliken charges please, in e? Sure, here they are: C 0.4980; C 0.2960; N -0.3491; N -0.1802; N -0.1826; F -0.0821